1.
22
Properties=species:S:1:pos:R:3:forces:R:3:nbo_charge:R:1 method="wB97M-V/def2-TZVPD" orbital_gap_ev=9.13 spin_multiplicity=1 relative_energy_kj_mol=140.0 total_charge=+1 homo_ha=-0.4574 e_tot_ev=-8401.2255 fmax_ev_per_a=2.30
C 1.73642 0.56053 1.69204 -0.4 1.3 -0.8 -0.674
C 0.25656 0.88741 1.59455 -0.7 0.2 1.3 0.167
C -0.71023 -0.04601 1.82184 -0.6 0.1 -0.5 -0.558
N -0.06741 2.24987 1.49065 0.3 -0.7 -1.1 -0.790
H 2.09160 1.08287 2.58445 0.3 -0.7 0.1 0.271
H 2.33353 1.01070 0.84936 -0.7 -0.2 0.6 0.206
H 1.86060 -0.50877 1.62427 0.4 -0.3 0.7 0.228
H -1.81612 0.14355 1.69287 1.4 0.2 0.4 0.224
H -0.47946 -1.02174 2.26081 0.2 0.3 -0.6 0.233
H 0.65836 2.86344 1.12256 -0.3 -0.3 0.1 0.385
H -0.96145 2.38182 1.03111 0.0 0.4 0.4 0.387
C -1.61270 -0.99902 -2.16684 -0.6 -1.2 0.1 -0.643
C -0.20942 -1.43194 -1.75521 0.3 -0.5 0.5 -0.228
N 0.48725 -0.31718 -1.02290 1.3 0.5 -0.2 -0.720
H -1.95873 -1.90916 -2.80731 0.1 2.2 0.7 0.265
H -2.32751 -0.88535 -1.28882 1.0 -0.3 -1.0 0.238
H -1.56996 0.00570 -2.65537 -0.2 -1.1 -0.2 0.223
H -0.18457 -2.35034 -1.12250 -0.3 1.0 0.0 0.236
H 0.44520 -1.72966 -2.57413 -0.3 0.5 -0.4 0.228
H 0.41196 0.62498 -1.43613 -0.1 -0.6 -0.5 0.428
H 1.50000 -0.45471 -0.85775 -0.6 -0.3 -0.4 0.436
H 0.11608 -0.15699 -0.07758 -0.7 -0.4 0.8 0.458



2.
16
Properties=species:S:1:pos:R:3:forces:R:3:nbo_charge:R:1 method="wB97M-V/def2-TZVPD" orbital_gap_ev=8.57 spin_multiplicity=1 relative_energy_kj_mol=526.3 total_charge=0 homo_ha=-0.2919 e_tot_ev=-8863.7574 fmax_ev_per_a=5.09
C -0.74072 -1.40770 -2.55570 -0.4 0.6 -1.8 -0.038
C -0.05574 0.57061 0.70547 -2.3 -2.2 1.3 -0.431
C 1.18626 -0.24827 0.37959 -0.7 -0.1 -0.2 -0.241
C -0.00739 -0.27993 -0.50466 0.5 0.1 0.0 0.154
C 1.58903 -1.37431 1.31611 1.2 -0.4 0.2 -0.616
N -0.41321 -0.64076 -1.64841 0.3 -0.2 1.4 -0.320
O -2.47061 2.71457 -0.59611 -0.2 -2.7 -4.3 -0.921
H -0.64732 -1.00459 -3.62738 0.2 -0.4 1.5 0.165
H -2.34611 2.87614 0.27327 0.5 1.1 4.5 0.454
H -0.67808 0.07550 1.56411 1.1 1.0 -1.5 0.213
H -0.19340 1.62321 0.67826 0.4 0.8 -0.2 0.228
H 1.97571 0.32016 -0.03521 0.9 0.5 -0.3 0.220
H 0.94785 -1.35644 2.20257 0.2 0.0 0.0 0.213
H 2.68758 -1.21924 1.64420 -1.8 -0.5 -0.5 0.223
H 1.45197 -2.38464 0.86243 0.4 0.8 0.2 0.226
H -2.28582 1.73569 -0.65854 -0.3 1.5 -0.2 0.469



3.
10
Properties=species:S:1:pos:R:3:forces:R:3:nbo_charge:R:1 method="wB97M-V/def2-TZVPD" orbital_gap_ev=10.79 spin_multiplicity=1 relative_energy_kj_mol=88.9 total_charge=0 homo_ha=-0.3672 smiles=OCCO e_tot_ev=-6265.3331 fmax_ev_per_a=1.17
O -0.04704 -1.48673 0.41129 -0.1 -0.5 -0.2 -0.729
C 0.87045 -0.53001 -0.04724 0.0 0.3 -0.1 -0.091
C 0.03032 0.76406 -0.00418 -0.2 0.2 -0.1 -0.099
O -1.30559 0.40905 -0.50048 0.2 0.5 0.2 -0.745
H -0.86601 -1.12023 -0.01418 0.4 -1.0 0.5 0.476
H 1.76639 -0.49963 0.59976 -0.6 0.2 -0.1 0.182
H 1.24728 -0.75815 -1.05977 -0.3 0.1 0.1 0.156
H 0.00862 1.10161 1.04060 -0.3 0.1 -0.3 0.179
H 0.35321 1.56193 -0.66826 0.3 0.0 0.1 0.185
H -2.00692 0.53030 0.15686 0.5 0.2 -0.1 0.487



4.
23
Properties=species:S:1:pos:R:3:forces:R:3:nbo_charge:R:1 method="wB97M-V/def2-TZVPD" orbital_gap_ev=8.05 spin_multiplicity=1 relative_energy_kj_mol=391.8 total_charge=+1 homo_ha=-0.4607 e_tot_ev=-11013.7596 fmax_ev_per_a=4.13
C 1.12323 0.19124 -1.07549 -2.3 2.3 -1.3 -0.573
C 1.74024 -2.32952 -0.82638 3.4 -2.3 0.3 -0.561
C 0.87186 0.75332 0.48044 2.8 0.2 0.0 -0.134
C 0.44144 -3.10063 -0.50772 -0.4 -1.4 1.6 -0.073
C 0.89465 -1.17809 -1.03702 1.6 -0.8 0.0 0.636
C -2.35336 2.38557 1.30849 -0.9 1.8 -0.8 -0.621
C -1.35219 1.93974 0.29331 0.2 -2.3 -1.5 -0.210
N -0.43587 0.79902 0.75912 -2.9 0.6 1.6 -0.618
O -0.20056 -1.81331 -0.91529 -2.9 -0.2 0.2 -0.373
H 0.34573 0.71879 -1.71213 0.7 -0.5 0.9 0.275
H 2.06566 0.49245 -1.43048 1.4 -0.1 -0.3 0.270
H 2.52466 -2.31048 -0.04442 -0.7 0.5 0.3 0.282
H 2.46089 -2.67381 -1.63013 -1.5 0.3 0.1 0.305
H 1.46503 0.03713 1.07409 -0.5 0.2 0.2 0.201
H 1.44900 1.72682 0.63374 -0.9 -1.1 -0.9 0.247
H 0.08767 -4.06785 -1.02650 0.6 2.1 0.2 0.255
H 0.22035 -3.28574 0.64107 0.6 0.7 -2.4 0.232
H -2.70302 1.49422 1.77551 -0.6 -0.3 0.8 0.215
H -1.87655 3.08103 1.95825 0.4 0.1 1.2 0.221
H -3.23049 3.04591 0.91932 1.4 -1.6 0.1 0.240
H -0.77124 2.72800 -0.17280 0.4 0.1 0.3 0.209
H -1.89886 1.46555 -0.52815 -0.1 0.3 -0.2 0.186
H -0.86825 -0.09937 1.06317 0.2 1.5 -0.4 0.392



5.
86
Properties=species:S:1:pos:R:3:forces:R:3:mulliken_charge:R:1 method="wB97M-V/def2-TZVPD" orbital_gap_ev=6.67 spin_multiplicity=1 relative_energy_kj_mol=271.9 total_charge=+1 homo_ha=-0.3675 e_tot_ev=-156013.6033 fmax_ev_per_a=0.54
Ga -0.17820 0.69254 -1.58428 -0.4 0.1 -0.2 0.474
I 1.93050 -2.79764 2.45754 0.1 0.4 -0.1 0.104
C 3.83490 -3.10559 1.61080 0.1 0.2 -0.1 -0.334
C 4.25134 -4.40155 1.75166 -0.1 0.1 0.0 -0.650
C 5.57273 -4.77543 1.46657 0.0 -0.3 0.0 -0.761
C 6.46988 -3.82115 1.12884 0.2 0.1 -0.1 -0.850
C 6.08108 -2.46914 0.98134 -0.4 0.1 0.0 1.041
C 7.08300 -1.51192 0.71024 0.1 -0.2 0.0 -0.768
C 6.77762 -0.19708 0.59563 0.1 0.2 0.0 -1.301
C 5.43399 0.19488 0.62335 -0.2 -0.1 0.1 -0.051
C 4.39681 -0.68707 0.81921 -0.1 -0.2 0.2 0.606
P 2.70704 -0.01247 0.38581 0.4 -0.3 0.2 0.290
C 3.20866 0.87136 -1.14914 -0.2 0.0 0.0 0.675
C 3.59489 2.20514 -1.24736 0.0 0.0 0.0 -0.254
C 3.95686 2.74399 -2.47556 0.0 0.0 0.0 -0.809
C 3.92694 1.96126 -3.62038 0.0 0.0 0.0 -0.428
C 3.53210 0.63188 -3.53721 0.0 0.0 0.0 -0.639
C 3.16716 0.09643 -2.31100 0.1 0.0 0.0 -0.888
C 2.50823 1.32604 1.61797 -0.1 -0.1 0.0 0.847
C 3.12498 1.28334 2.86666 0.0 0.0 0.0 -0.430
C 2.83014 2.23712 3.83238 0.0 0.0 0.0 -0.652
C 1.92119 3.24967 3.56527 0.0 0.0 0.0 -0.568
C 1.29537 3.30150 2.32647 0.0 0.0 0.0 -0.770
C 1.57585 2.33735 1.37130 0.0 0.0 0.0 -0.177
C 4.70803 -2.06507 1.12803 0.1 -0.1 0.0 0.497
H 3.56459 -5.14690 2.12778 0.0 0.0 0.0 0.392
H 5.87161 -5.80901 1.57682 0.0 0.0 0.0 0.387
H 7.51258 -4.07220 0.97913 0.0 0.0 0.0 0.374
H 8.10683 -1.85321 0.61829 0.0 0.0 0.0 0.376
H 7.55087 0.54093 0.42906 0.0 0.0 0.0 0.427
H 5.20712 1.23635 0.43971 0.0 0.0 0.0 0.410
H 3.60998 2.83222 -0.36337 0.0 0.0 0.0 0.343
H 4.25787 3.78219 -2.53868 0.0 0.0 0.0 0.451
H 4.20619 2.38555 -4.57587 0.0 0.0 0.0 0.413
H 3.50375 0.01679 -4.42734 0.0 0.0 0.0 0.453
H 2.86901 -0.94531 -2.24318 0.0 0.0 0.0 0.388
H 3.84390 0.50468 3.08678 0.0 0.0 0.0 0.409
H 3.31958 2.19231 4.79681 0.0 0.0 0.0 0.432
H 1.69236 3.98923 4.32136 0.0 0.0 0.0 0.406
H 0.59275 4.09495 2.10361 0.0 0.0 0.0 0.477
H 1.06959 2.38128 0.41200 0.0 0.1 0.0 -0.036
Cl -2.41177 7.63652 -2.42863 0.0 0.0 0.0 -0.210
C -2.20505 5.92386 -2.28729 0.0 0.0 0.0 0.393
C -0.93193 5.38419 -2.30884 0.0 0.0 0.0 -0.930
C -0.80015 4.01594 -2.18175 -0.2 -0.2 0.0 0.698
Cl 0.77560 3.28791 -2.28129 0.1 0.1 0.1 0.080
C -1.87967 3.14086 -1.99157 0.1 -0.1 0.1 -0.199
O -1.70450 1.83946 -1.79473 0.0 0.1 0.0 -0.599
C -3.14808 3.74120 -2.02046 0.1 -0.1 0.0 0.506
Cl -4.55464 2.73763 -1.89360 0.0 -0.1 0.1 -0.180
C -3.31455 5.10704 -2.16320 -0.1 0.0 0.0 -0.736
H -0.06235 6.01519 -2.42371 0.0 0.0 0.0 0.463
H -4.30901 5.52969 -2.17610 0.0 0.0 0.0 0.454
O -0.92439 -3.26303 0.78108 0.1 -0.3 -0.2 -0.265
C -1.93660 -2.76189 0.86741 -0.1 0.1 0.0 0.793
C -7.58920 -1.94686 -1.01437 0.0 0.0 0.0 -1.534
C -6.09677 -2.05020 -1.16477 0.0 0.0 0.0 0.258
C -5.49824 -2.04092 -2.42067 0.0 0.0 0.0 -0.953
C -4.12050 -2.12676 -2.58198 0.0 0.0 0.0 0.212
C -3.48185 -2.12281 -3.94236 0.0 0.0 0.0 -1.461
C -3.32576 -2.18791 -1.44277 0.1 0.1 0.0 -0.710
C -3.91989 -2.16323 -0.19390 0.0 0.0 -0.1 0.931
C -5.29042 -2.13056 -0.03353 -0.1 0.0 0.1 -0.216
N -3.04148 -2.17210 0.98376 -0.1 0.0 0.1 0.348
C -3.25723 -1.37139 2.31414 0.2 0.0 0.2 1.419
C -4.05809 -2.24648 3.26335 0.0 -0.1 -0.1 -1.432
C -3.93344 -0.06826 1.95574 -0.2 0.1 -0.1 -1.806
C -1.86779 -1.09174 2.88521 0.1 0.0 -0.1 -2.136
H -8.09684 -2.18069 -1.94779 0.0 0.0 0.0 0.414
H -7.87055 -0.93206 -0.72603 0.0 0.0 0.0 0.302
H -7.95697 -2.62251 -0.24225 0.0 0.0 0.0 0.377
H -6.12588 -1.96828 -3.30110 0.0 0.0 0.0 0.377
H -4.22196 -2.26152 -4.72743 0.0 0.0 0.0 0.411
H -2.73775 -2.91515 -4.02671 0.0 0.0 0.0 0.362
H -2.97518 -1.17178 -4.11868 0.0 0.0 0.0 0.283
H -2.24600 -2.23995 -1.54917 0.0 0.1 0.0 0.556
H -5.75059 -2.16504 0.94284 0.0 0.0 0.0 0.393
H -5.02266 -2.53230 2.84956 0.0 0.0 0.0 0.263
H -4.23718 -1.68758 4.18183 0.0 0.0 0.0 0.448
H -3.50952 -3.15463 3.51842 0.0 0.0 0.0 0.358
H -4.99219 -0.18307 1.74216 0.0 0.0 0.0 0.443
H -3.45714 0.39754 1.09655 0.1 0.1 -0.1 0.470
H -3.83024 0.60569 2.80594 0.0 0.0 0.0 0.480
H -1.32312 -2.00618 3.13507 0.0 0.0 0.0 0.388
H -1.98139 -0.52399 3.80664 0.0 0.0 0.0 0.468
H -1.26678 -0.49208 2.19795 0.0 0.0 0.0 0.710



6.
14
Properties=species:S:1:pos:R:3:forces:R:3:nbo_charge:R:1 method="wB97M-V/def2-TZVPD" orbital_gap_ev="7.87 / 7.87" spin_multiplicity=1 relative_energy_kj_mol=613.3 total_charge=+1 homo_ha="-0.5249 / -0.5249" smiles="C=CCS[N+](N)=O" e_tot_ev=-19074.9409 fmax_ev_per_a=6.70
C 1.80149 -0.99253 -0.73257 -1.1 -3.4 0.8 -0.323
C 1.54859 0.27290 -0.77685 -0.7 2.8 -0.4 -0.262
C 0.18632 0.80470 -1.20671 0.5 -1.8 -0.1 -0.543
S -0.66228 1.30931 0.38923 0.9 1.9 -0.7 0.630
N -1.59604 0.09204 0.98182 -1.9 -4.9 -3.8 0.132
N -2.09257 0.28357 2.17371 0.1 -0.8 1.5 -0.496
O -1.96215 -1.01949 0.24085 1.9 5.1 3.9 -0.330
H 2.78136 -1.23342 -0.32940 -0.1 -0.7 -0.4 0.233
H 0.96131 -1.82560 -0.88691 2.2 1.9 0.1 0.222
H 2.32708 1.02181 -0.53475 -0.5 -0.5 -0.2 0.230
H -0.40408 -0.07120 -1.55560 0.1 0.8 -0.1 0.282
H 0.32446 1.57972 -2.01453 -1.0 -0.2 1.4 0.301
H -2.50611 -0.61569 2.57285 0.5 1.7 -0.5 0.466
H -1.72443 1.09808 2.78837 -0.8 -1.9 -1.5 0.459



7.
40
Properties=species:S:1:pos:R:3:forces:R:3:nbo_charge:R:1 method="wB97M-V/def2-TZVPD" orbital_gap_ev=7.90 spin_multiplicity=1 relative_energy_kj_mol=2567.7 total_charge=0 homo_ha=-0.2967 e_tot_ev=-30627.0484 fmax_ev_per_a=18.05
C -0.37676 -3.07152 0.62964 -1.8 -2.5 1.2 0.733
O -0.77851 -3.95741 1.33489 -1.3 -1.8 1.3 -0.665
N -0.93825 -1.92483 0.39607 -5.1 -10.3 -4.3 -0.826
N 0.83704 -3.07385 0.17578 3.9 -2.3 -2.2 -0.858
H -1.81932 -1.61885 0.78360 -0.1 -1.4 -0.5 0.414
H -0.44882 -1.22213 -0.13944 0.6 -4.4 -1.8 0.434
H 1.22768 -2.27496 -0.30305 -1.0 -1.6 -0.3 0.374
H 1.40153 -3.85570 0.47602 0.0 0.1 -0.3 0.409
C -1.53344 2.18180 -2.83554 -1.9 2.7 -2.0 0.741
O -2.72105 2.36374 -2.69708 -1.1 0.6 -0.6 -0.628
N -0.95070 1.27493 -3.52935 1.6 -3.9 -3.7 -0.799
N -0.59542 2.87262 -2.20410 -0.7 7.0 -0.8 -0.818
H 0.05780 1.25664 -3.58126 -0.3 -0.4 0.0 0.397
H -1.41437 0.51034 -3.99896 -0.2 0.4 0.0 0.423
H 0.36701 2.91215 -2.50786 -0.2 0.9 -0.1 0.418
H -0.97647 3.49710 -1.50773 0.5 0.4 -0.1 0.435
C 1.88942 0.17654 0.07541 1.1 3.7 5.4 0.702
O 2.37373 0.53707 -0.93989 3.9 0.8 -4.4 -0.656
N 1.23316 0.99546 0.95307 2.8 2.3 -1.2 -0.873
N 1.89692 -0.98480 0.55635 2.3 -4.5 1.2 -0.820
H 0.91207 0.47775 1.75866 1.3 1.0 -2.4 0.380
H 0.88067 1.93246 0.81932 0.6 -0.3 -0.5 0.395
H 1.26775 -1.25927 1.29723 0.6 -0.2 -0.1 0.445
H 2.46730 -1.67434 0.08805 0.5 0.6 0.6 0.403
C 0.45233 -0.68427 3.03812 -3.1 -1.9 3.4 0.706
O 0.36692 -1.60873 3.82055 1.6 -1.2 0.8 -0.643
N -0.35290 -0.53250 2.01884 1.1 -2.0 15.5 -0.901
N 1.26683 0.35308 3.09868 3.2 2.1 5.6 -0.855
H -0.29318 0.18822 1.31379 1.4 3.0 4.9 0.459
H -0.53909 -1.42433 1.58286 -0.4 -0.1 2.0 0.368
H 0.85009 1.22952 2.81891 0.6 0.2 1.9 0.389
H 1.98952 0.35982 3.80420 -0.3 0.2 0.2 0.414
C -0.86957 0.47131 -0.47865 -3.9 3.8 -3.4 0.770
O -0.63451 -0.24171 0.43721 -4.8 11.2 -13.3 -0.734
N -2.13292 0.79935 -0.84513 -1.8 -1.2 0.6 -0.853
N 0.05914 1.10617 -1.02454 1.9 -0.6 -2.3 -0.821
H -2.88038 0.26359 -0.42755 0.2 -0.1 0.2 0.391
H -2.33717 0.95479 -1.82197 -0.4 -0.4 0.9 0.397
H -0.20530 1.80729 -1.70176 1.2 -1.8 1.9 0.362
H 1.00121 0.88746 -0.73339 -2.3 1.8 -3.2 0.395



8.
14
Properties=species:S:1:pos:R:3:forces:R:3:nbo_charge:R:1 method="wB97M-V/def2-TZVPD" orbital_gap_ev=9.43 spin_multiplicity=1 relative_energy_kj_mol=152.0 total_charge=-1 homo_ha=-0.2039 e_tot_ev=-25738.3912 fmax_ev_per_a=5.06
C -0.56130 1.79146 2.40749 -0.1 0.4 -0.3 0.843
C -0.14000 0.76507 0.10449 1.1 -1.5 1.5 -0.254
C -0.32939 -0.81242 0.02196 2.6 -1.2 2.3 -0.075
N -0.83219 1.07876 1.29996 -2.8 -3.4 -0.5 -0.588
O -1.05949 1.14633 3.39244 -1.1 -1.7 1.7 -0.686
O -0.03333 2.86638 2.42532 1.3 2.0 0.1 -0.692
O -2.77401 -0.77943 2.61485 0.4 0.9 0.8 -0.920
O -0.31682 -1.20580 2.86280 1.7 -1.0 1.4 -0.954
O -1.44739 -1.28926 0.67545 0.0 1.6 1.4 -0.722
S -1.39765 -0.47694 2.34343 -1.2 2.1 -4.4 2.364
H 0.87003 1.10874 0.33600 0.6 -0.6 -0.6 0.194
H -0.39073 1.14751 -0.84813 -1.2 1.2 -0.7 0.176
H -0.35753 -1.26998 -0.91143 -0.1 0.1 -2.3 0.173
H 0.60201 -1.34028 0.49145 -1.1 1.1 -0.4 0.139